# 1
{"formula": "H2INS", "method": "ωB97M-V with the def2-TZVPD basis set", "symbols": ["N", "S", "I", "H", "H"], "positions_angstrom": [[0.7364, 0.6871, 0.8802], [-0.3696, 1.4771, 0.0113], [2.4982, 0.1132, 0.1237], [-0.1924, -1.5347, 1.2571], [0.0074, 1.3233, -1.2896]], "forces_ev_per_angstrom": [[-0.20, -0.18, 0.53], [0.06, 0.07, -0.44], [0.11, 0.04, -0.28], [0.02, 0.04, 0.03], [0.02, 0.03, 0.16]], "e_lumo_ha": [-0.03687, -0.02394], "e_above_lowest_ev": 4.965, "total_energy_ev": -20453.309, "homo_lumo_gap_ev": [8.612, 7.886]}

# 2
{"formula": "CH3FNO2S", "method": "ωB97M-V with the def2-TZVPD basis set", "symbols": ["C", "N", "O", "O", "F", "S", "H", "H", "H"], "positions_angstrom": [[1.5825, -0.3182, 0.2358], [0.2646, -0.9167, 0.4406], [-2.0778, 0.7711, -1.4116], [-1.7508, 2.2950, 0.4317], [1.8868, -0.6834, -1.2309], [-1.4365, 0.9550, -0.1075], [1.1383, 0.6824, 0.3974], [0.3422, -1.7597, -0.1331], [0.0507, -1.0254, 1.3776]], "forces_ev_per_angstrom": [[-1.76, -0.46, -0.97], [2.31, -2.61, -3.06], [-0.06, -0.73, -0.24], [-0.27, -0.21, 0.58], [-0.63, 1.07, 2.26], [0.12, 2.26, -0.54], [1.46, 1.74, -0.98], [-0.76, -0.36, 0.89], [-0.40, -0.70, 2.04]], "total_charge": -1, "e_lumo_ha": [0.14454, 0.11403], "e_above_lowest_ev": 4.129, "total_energy_ev": -20220.645, "homo_lumo_gap_ev": [7.374, 4.640]}

# 3
{"formula": "C3H7ClN2", "method": "ωB97M-V with the def2-TZVPD basis set", "symbols": ["C", "C", "C", "N", "N", "Cl", "H", "H", "H", "H", "H", "H", "H"], "positions_angstrom": [[-0.9543, -0.5145, 0.2509], [1.5087, 1.6196, -1.3901], [-1.4053, -2.8252, 0.7034], [-0.7839, -1.7903, 0.2914], [-1.1628, 0.6189, 0.3540], [0.4980, 1.9454, 2.2483], [1.4156, 2.3535, -0.5673], [0.6754, 0.9578, -1.3306], [1.4690, 1.9755, -2.3742], [-0.9143, -3.7448, 0.3444], [-2.3308, -2.8963, 1.2308], [2.3602, 1.0486, -1.1953], [-0.3755, 1.2517, 1.4343]], "forces_ev_per_angstrom": [[0.78, -4.83, -0.29], [-1.06, 0.47, 1.63], [0.35, -4.53, -0.29], [0.04, 5.71, -0.21], [-0.86, 2.24, -0.52], [-0.27, -0.30, -0.09], [-0.04, -0.08, -0.82], [-0.73, -0.54, 0.26], [0.35, 1.05, -1.23], [-0.60, 0.11, 0.36], [-0.40, 0.52, 0.31], [1.57, -0.85, 0.06], [0.86, 1.06, 0.83]], "e_lumo_ha": [0.02092, -0.15743], "spin_multiplicity": 3, "e_above_lowest_ev": 0.000, "total_energy_ev": -18721.934, "homo_lumo_gap_ev": [8.578, 6.224]}